Entry 1:
Entry from the OMol25 dataset: a 8-piece molecular cluster, C12H40N2O8 overall in a non-equilibrium geometry (ωB97M-V with the def2-TZVPD basis set).

CARTESIAN COORDINATES (ANGSTROEM)
C  1.665  0.325  1.467
C  1.633  -0.654  0.303
O  0.839  -0.102  -0.664
H  0.659  0.282  1.868
H  1.981  1.359  1.211
H  2.356  -0.141  2.115
H  1.217  -1.662  0.650
H  2.645  -0.871  -0.136
H  0.385  -0.788  -1.186
C  -3.402  -0.057  1.312
C  -2.092  -0.202  0.508
O  -1.422  1.101  0.327
H  -3.298  0.280  2.393
H  -3.987  -1.023  1.392
H  -4.112  0.639  0.861
H  -2.303  -0.672  -0.462
H  -1.344  -0.794  1.047
H  -0.487  0.926  0.395
C  1.002  2.466  4.347
C  -0.157  2.891  3.381
O  -1.336  2.070  3.563
H  0.658  2.069  5.310
H  1.553  3.379  4.604
H  1.705  1.745  3.895
H  0.095  2.572  2.381
H  -0.476  3.890  3.422
H  -2.037  2.336  2.915
C  2.045  -0.879  -3.900
C  1.725  -0.719  -5.391
O  0.342  -0.538  -5.581
H  2.356  -1.928  -3.721
H  1.149  -0.903  -3.273
H  2.800  -0.248  -3.399
H  1.985  -1.617  -5.911
H  2.321  0.190  -5.680
H  -0.086  -1.364  -5.366
C  -0.282  -1.674  4.096
O  -0.019  -2.083  2.815
N  -0.472  -2.470  4.989
N  -0.438  -0.466  4.471
H  -0.587  -3.436  4.645
H  -0.905  -2.348  5.852
H  -0.301  0.294  3.792
H  -0.498  -0.268  5.479
C  -2.096  0.775  -2.914
O  -2.939  0.640  -4.013
H  -1.267  0.082  -2.815
H  -2.631  0.705  -1.992
H  -1.775  1.855  -2.909
H  -2.912  -0.265  -4.406
C  0.517  -3.177  -1.701
O  -0.469  -2.101  -1.863
H  0.149  -4.097  -2.127
H  0.574  -3.333  -0.649
H  1.496  -2.937  -2.122
H  -1.275  -2.352  -1.417
C  1.858  2.440  -2.109
O  0.512  2.042  -2.182
H  2.123  2.734  -1.078
H  2.112  3.275  -2.746
H  2.517  1.590  -2.354
H  0.403  1.210  -1.737

The energy above the lowest of the compared OMol25 structures with the same formula, charge and spin comes out at 207.5 kJ/mol. Its SMILES is NC(N)=O.CCO.CCO.CCO.CCO.CO.CO.CO. The calculation puts the largest force on an atom at 0.2280 hartree/bohr.

=====

Entry 2:
Entry from the OMol25 dataset: C8H20F3O7Zr as an isolated structure in a non-equilibrium geometry (ωB97M-V with the def2-TZVPD basis set).

CARTESIAN COORDINATES (ANGSTROEM)
Zr  -0.274  -0.493  1.216
C  2.850  -2.339  1.751
O  1.684  -1.543  1.664
H  2.569  -3.353  2.034
H  3.464  -2.270  0.853
H  3.459  -2.128  2.630
C  1.143  2.724  1.682
O  0.635  1.513  1.273
H  1.643  3.207  0.841
H  0.384  3.375  2.114
H  1.897  2.847  2.459
C  -2.033  -0.289  4.300
O  -1.053  -0.489  3.279
H  -2.885  -0.969  4.298
H  -1.494  -0.689  5.159
H  -2.442  0.712  4.435
C  -3.714  0.233  0.163
O  -2.322  0.092  0.399
H  -4.048  1.038  -0.491
H  -4.141  -0.718  -0.155
H  -4.367  0.424  1.015
C  1.304  -0.332  -1.801
O  1.022  0.912  -2.300
O  0.246  -0.750  -0.916
C  1.889  -1.321  -2.848
F  2.817  -0.774  -3.646
F  2.390  -2.441  -2.233
F  0.960  -1.790  -3.645
C  0.042  1.163  -3.269
C  0.003  2.645  -3.591
H  -0.019  3.287  -2.710
H  0.811  3.053  -4.198
H  -0.920  2.774  -4.156
H  -0.954  0.924  -2.897
H  0.281  0.598  -4.171
H  2.126  -0.007  -1.163
O  -0.911  -2.574  0.982
H  -0.406  -3.358  1.195
H  -1.638  -2.893  0.448

The electronic energy is -1190.2405 Ha. The charge is -1. The calculation puts the largest force on an atom at 0.0755 hartree/bohr.

=====

Entry 3:
Entry from the OMol25 dataset: C10H21ClI2LaN4OP as an isolated structure in a non-equilibrium geometry (ωB97M-V with the def2-TZVPD basis set).

CARTESIAN COORDINATES (ANGSTROEM)
I  2.828  0.105  0.276
I  1.455  -1.960  -1.342
La  -1.021  0.353  0.572
P  0.276  1.702  -2.040
C  1.827  1.447  -2.978
C  -0.898  1.708  -3.459
H  -0.465  3.868  -1.216
H  0.473  4.042  -2.736
H  1.313  3.734  -1.180
C  0.416  3.519  -1.769
H  -1.916  1.863  -3.074
H  -0.638  2.510  -4.158
H  1.907  2.165  -3.820
H  1.859  0.422  -3.369
H  -0.849  0.740  -3.970
H  2.688  1.578  -2.310
C  3.949  -2.750  -0.528
O  4.957  -2.939  -0.048
Cl  -3.243  1.588  0.551
C  -1.652  -2.650  1.843
N  -1.005  -1.317  2.227
C  0.319  -1.684  2.897
N  0.157  -2.580  4.044
C  -0.497  -3.831  3.604
N  -1.830  -3.559  2.986
C  -2.659  -2.882  4.016
N  -2.064  -1.597  4.476
C  -1.884  -0.700  3.319
C  -0.729  -1.919  5.046
H  -0.998  -3.104  1.100
H  -2.647  -2.434  1.417
H  0.791  -0.745  3.219
H  0.942  -2.151  2.128
H  -0.647  -4.465  4.490
H  0.150  -4.342  2.866
H  -3.648  -2.674  3.572
H  -2.749  -3.547  4.878
H  -1.385  0.221  3.674
H  -2.860  -0.474  2.866
H  -0.858  -2.611  5.888
H  -0.237  -0.997  5.384

The electronic energy is -2115.8873 Ha. The charge is +2. The calculation puts the largest force on an atom at 0.0692 hartree/bohr.